# C6H15F4Li2N2O12PS4

A molecular structure, C6H15F4Li2N2O12PS4 at a distorted geometry (ωB97M-V/def2-TZVPD, the Open Molecules 2025 dataset).

Geometry as XYZ:
```
46
Properties=species:S:1:pos:R:3:forces:R:3:lowdin_spin:R:1
Li 0.6374 0.1642 -1.4335 -0.5073 0.3196 0.9047 0.02
Li 2.5062 -0.0518 -3.0851 0.4243 -0.2343 0.1634 0.02
N 0.4808 -0.1461 -3.4073 -1.4943 3.4575 -1.7292 0.02
S -0.5429 0.9101 -4.3863 -3.3010 3.8954 0.6260 0.02
O -1.9812 0.5873 -4.4494 3.2773 -0.2316 0.2965 0.02
O 0.0476 1.5517 -5.5177 0.6223 -1.1515 0.5444 0.01
F -0.5686 2.1263 -3.3103 0.5256 -1.0867 -0.1723 0.00
S -0.1045 -1.4126 -4.0607 -1.6936 -10.0431 -1.0953 0.01
O 0.0277 -1.6053 -5.5214 0.1677 1.4733 2.8757 0.01
O -1.2908 -2.0705 -3.4659 2.2496 2.4495 -0.9343 0.00
F 1.0577 -2.4202 -3.4132 -0.5232 1.2947 -0.8791 0.00
N 2.5138 0.0066 -1.1333 -2.4778 5.1094 -3.0940 0.18
S 3.3050 1.3803 -0.3451 1.8495 -1.7122 2.5172 0.21
O 4.4561 1.9086 -1.0484 -0.6979 0.2122 -0.5942 0.07
O 3.2181 1.4625 1.1188 -0.8740 1.5158 -1.1586 0.15
F 2.1456 2.4451 -0.8236 -0.0971 -0.4218 -0.1396 0.01
S 3.1893 -0.9964 -0.2262 3.3312 -3.7138 2.7547 0.12
O 2.6993 -1.2368 1.1024 -0.6044 0.1410 0.0449 0.04
O 4.5393 -1.3931 -0.5266 0.6074 0.0916 -0.2903 0.08
F 2.4357 -2.1809 -1.0394 -0.7363 -1.1972 -0.3352 0.01
C 1.3138 -0.2798 4.3010 -1.6036 0.1782 -1.1897 0.00
C 0.1341 0.7494 3.9544 0.7682 -1.6374 0.9162 0.00
O 0.1540 1.2198 2.5771 -0.0869 -0.0600 -0.1255 0.00
P -0.7503 0.5083 1.4917 0.3974 -1.4347 0.9959 0.00
O -0.3444 0.7137 0.0645 -1.2223 0.2473 1.6850 0.00
O -0.6305 -1.0679 1.9603 -0.0524 1.9616 0.2290 0.00
C -1.3822 -2.0080 1.2327 -0.0771 -0.8952 -2.0925 0.00
C -0.5755 -2.5286 -0.0176 -0.9104 0.0019 0.3626 0.00
O -2.2859 0.9344 1.9542 1.8244 -0.2004 -1.7076 0.00
C -3.2384 1.2866 0.9135 -0.8563 -0.1392 -0.1805 0.00
C -3.1403 2.7352 0.4349 0.2765 -0.0668 0.6297 0.00
H 1.1148 -1.2088 3.7666 0.0230 0.0212 -0.0894 0.00
H 2.3025 0.0307 3.9631 -0.1890 0.4370 0.1397 0.00
H 1.2946 -0.5375 5.3599 0.0255 0.3844 0.1048 0.00
H -0.8625 0.3342 4.1041 0.1827 -0.6126 0.1110 0.00
H 0.1615 1.5058 4.7387 0.3275 0.9986 -0.9300 0.00
H -1.7730 -2.8477 1.8074 0.9167 -0.0492 0.7533 0.00
H -2.3404 -1.5532 0.9815 -0.0330 0.2766 -0.7636 0.00
H -1.1608 -3.2415 -0.5983 -0.4082 0.0762 0.0566 0.00
H -0.3504 -1.7203 -0.7134 -0.0018 -0.0499 0.2199 0.00
H 0.3461 -3.0728 0.1886 0.0465 0.4520 0.5594 0.00
H -3.1982 0.5832 0.0818 0.4381 0.0027 -0.0795 0.00
H -4.2049 1.0730 1.3701 -0.0179 0.2852 0.1948 0.00
H -2.3839 2.8584 -0.3401 0.0311 0.0173 0.1354 0.00
H -4.0804 3.1646 0.0887 -0.1420 -0.4717 -0.2122 0.00
H -2.8914 3.3397 1.3070 0.2952 0.1092 -0.0279 0.00
```
Positions in Å, forces in eV/Å.

Results
2S+1: 2
Charge: -1
E_HOMO (alpha / beta): -0.0587 / -0.2436 Ha
HOMO-LUMO gap (alpha / beta): 3.7 / 8.6 eV
LUMO level (alpha / beta): 2.08 / 1.99 eV
Electronic energy: -97927.8005 eV

---

# C6H15FN

2 unconnected molecules or ions with the total composition C6H15FN at a distorted geometry (ωB97M-V/def2-TZVPD, the Open Molecules 2025 dataset).

Geometry as XYZ:
```
23
Properties=species:S:1:pos:R:3:forces:R:3:mulliken_charge:R:1
C 0.7333 -4.5957 -0.7046 -0.0383 0.2142 0.0075 -0.65
C 1.0128 0.9620 -0.5747 0.7758 -0.3678 -0.6025 -0.80
C -0.6445 2.6840 -0.2950 -0.3686 0.8649 -0.3477 -0.86
C 0.3710 1.6586 1.6369 0.3291 0.1882 0.9171 -0.85
C -1.1628 0.4083 0.2810 -0.8278 -0.8283 0.1057 -0.86
C -0.1381 -3.6202 -0.8042 -0.0526 -0.2271 -0.0057 0.02
N -0.1063 1.4304 0.2616 0.0279 0.0864 0.0099 -0.16
F 0.1913 -2.3363 -0.4871 0.0978 0.2133 0.0446 -0.17
H 1.7427 -4.4210 -0.3756 0.1668 0.0701 0.0634 0.24
H -2.0144 0.7559 0.8658 0.1265 0.1429 -0.0309 0.36
H 0.4471 -5.5987 -0.9574 -0.1396 -0.1765 -0.0734 0.25
H 1.3671 -0.0040 -0.2202 -0.1068 0.0250 0.1082 0.35
H 0.6883 0.8474 -1.6079 -0.1380 0.0449 0.0890 0.38
H 1.8323 1.6774 -0.5426 -0.1060 0.0811 0.0922 0.37
H -1.0317 2.5114 -1.2977 0.0565 -0.1368 0.0408 0.39
H -1.4538 3.0602 0.3300 0.0686 -0.1495 0.0681 0.38
H 0.1362 3.4411 -0.3484 0.0766 -0.1308 0.0691 0.38
H -0.4560 1.9579 2.2787 -0.0689 -0.0198 -0.1462 0.39
H 0.8108 0.7463 2.0344 -0.0485 -0.0607 -0.1274 0.38
H 1.1248 2.4436 1.6516 -0.0303 -0.0053 -0.1655 0.38
H -1.4941 0.1886 -0.7319 0.1038 0.1121 -0.0285 0.38
H -0.7871 -0.5127 0.7247 0.1181 0.1251 -0.0496 0.39
H -1.1690 -3.6846 -1.1172 -0.0222 -0.0656 -0.0380 0.31
```
Positions in Å, forces in eV/Å.

Results
Charge: +1
E_HOMO: -0.4741 Ha
HOMO-LUMO gap: 10.2 eV
LUMO level: -2.70 eV
Electronic energy: -10665.4989 eV

---

# C6H15FNO5PPdS

A molecular structure, C6H15FNO5PPdS at a distorted geometry (ωB97M-V/def2-TZVPD, the Open Molecules 2025 dataset).

Geometry as XYZ:
```
31
Properties=species:S:1:pos:R:3:forces:R:3:mulliken_charge:R:1
C -2.2847 1.7132 0.5722 -1.7196 -0.8584 -2.6393 -0.90
C -1.6123 2.4239 -0.7028 -1.2292 2.0530 0.8188 -0.36
O -0.2264 2.7636 -0.5189 0.3493 -3.2640 0.5551 -0.38
P 0.7784 1.4302 -0.3379 2.5605 1.7510 -2.0987 0.96
O 2.0069 1.6563 -1.2483 -2.1483 -0.4087 2.0412 -0.51
C 0.0338 -0.2020 -0.8534 0.0639 -0.4146 0.8225 -0.67
C 1.0376 -1.1209 -1.7427 0.7353 0.8149 -0.3333 -0.90
N 0.7578 -2.5653 -1.6120 -1.4051 0.2941 0.1467 -0.21
S -0.9048 -2.9040 -1.6382 -4.6627 -0.3969 -0.4708 1.15
O -1.6232 -2.1430 -2.6974 3.0374 -1.8797 2.5137 -0.51
O -1.5474 -2.7997 -0.2942 2.4586 -0.4270 -2.7573 -0.50
F -1.0050 -4.4950 -2.0599 0.9785 3.1783 0.9291 -0.19
O 1.3585 1.4798 1.2414 -0.8034 -0.3481 -2.4842 -0.30
C 2.2812 0.3852 1.5326 -0.0375 -0.9717 1.0430 -0.13
C 1.5136 -0.5666 2.5999 0.5916 0.7065 -0.4808 -0.79
H -2.3003 0.5976 0.3774 0.2642 1.0178 1.1715 0.47
H -3.3671 2.0406 0.5834 1.1238 -0.3441 0.1340 0.49
H -1.7236 2.0085 1.5479 0.9075 -0.2616 -1.0677 0.54
H -1.8243 1.8584 -1.6674 0.3027 0.1818 1.3520 0.35
H -2.1599 3.4097 -0.8253 0.9744 -1.0372 0.0341 0.40
H -0.9218 -0.1193 -1.4401 0.8518 0.1284 0.8149 0.70
H -0.1283 -0.7987 0.1060 -0.1290 0.7406 -1.0555 0.35
H 2.1030 -0.9501 -1.4049 -1.2256 -0.3503 -0.5109 0.51
H 0.9640 -0.8204 -2.8273 -0.0295 -0.3188 1.2395 0.28
H 1.2314 -3.0083 -0.8183 -0.3269 -0.1200 -0.2960 0.37
H 2.5992 -0.1736 0.6085 -0.5582 0.6658 0.8380 0.12
H 3.2089 0.8077 2.0055 -1.0494 -0.1342 -0.4880 0.44
H 0.4027 -0.3946 2.5310 1.1252 -0.3670 -0.0875 0.23
H 1.7942 -1.6194 2.3295 -0.3671 0.9070 0.6469 0.29
H 1.8541 -0.2510 3.6208 -0.3455 -0.6676 -0.9255 0.32
Pd -2.2961 2.3572 3.0328 -0.2877 0.1307 0.5943 0.41
```
Positions in Å, forces in eV/Å.

Results
Charge: +2
E_HOMO: -0.6260 Ha
HOMO-LUMO gap: 2.7 eV
LUMO level: -14.38 eV
Electronic energy: -44488.0275 eV

---

# C6H15FeN2O7P

A molecular structure, C6H15FeN2O7P at a distorted geometry (ωB97M-V/def2-TZVPD, the Open Molecules 2025 dataset).

Geometry as XYZ:
```
32
Properties=species:S:1:pos:R:3:forces:R:3:lowdin_spin:R:1
Fe -14.8863 -16.3588 -13.1483 2.6437 2.6531 -1.4890 3.61
O -14.1554 -16.6127 -14.9827 -0.6006 -1.0978 1.1071 0.08
H -14.3501 -16.4801 -15.9007 -0.5386 0.1838 -0.2228 0.01
P -13.9053 -13.9960 -12.3661 2.8735 -1.3417 1.4483 0.01
O -15.3175 -14.4464 -12.8880 -2.6969 0.2172 -0.2598 0.10
O -13.7863 -13.7283 -10.8597 -0.9839 1.2601 -1.0000 0.01
O -13.1554 -13.1383 -13.3743 -0.8927 0.8271 0.5973 0.01
O -13.2712 -15.4515 -12.4891 0.0209 -2.6508 -0.0165 0.17
C -15.8913 -14.0911 -16.4174 1.4914 0.4349 -0.1996 0.00
O -16.5468 -14.7233 -17.2401 -0.3685 -0.0231 0.2004 0.00
N -15.4584 -12.8146 -16.6153 -0.4935 0.0789 -0.1944 0.00
C -14.7153 -12.0886 -15.6047 -0.5007 1.5294 0.4813 0.00
C -16.0484 -12.0434 -17.6934 0.6092 -0.3340 0.0706 0.00
H -15.4156 -14.4873 -15.5087 -0.4264 -0.3633 0.1871 0.00
H -14.7987 -12.4581 -14.5832 0.3444 -0.7229 -0.2480 0.00
H -15.1371 -11.0716 -15.5328 -0.2817 -0.0614 -0.1554 0.00
H -13.6678 -11.8807 -15.8220 0.1269 -0.7167 -0.1952 0.00
H -16.3662 -12.7536 -18.4529 -0.4115 0.1247 0.0119 0.00
H -16.8628 -11.4264 -17.3007 -0.1685 -0.0367 -0.2334 0.00
H -15.3100 -11.3831 -18.1567 0.0922 0.0289 0.1788 0.00
C -12.9546 -17.3861 -17.8633 1.3463 -0.3479 0.4604 0.00
O -11.9411 -16.8160 -17.5268 -0.0822 0.2952 -0.3217 0.00
N -13.3417 -17.5553 -19.1510 -1.9518 -0.9135 -0.1100 0.00
C -14.5786 -18.2944 -19.4546 0.7950 0.5309 0.1459 0.00
C -12.7854 -16.8788 -20.2739 1.4472 -0.1935 -0.1375 0.00
H -13.5555 -17.9472 -17.1341 -0.2861 0.1685 0.0139 0.00
H -15.2702 -17.5772 -19.8991 -0.2557 -0.3807 -0.3022 0.00
H -15.0608 -18.7380 -18.5862 0.2576 0.2469 0.2710 0.00
H -14.2839 -19.1139 -20.1129 -0.4492 0.0544 -0.3580 0.00
H -13.2889 -15.9452 -20.5367 0.0137 0.0181 0.0892 0.00
H -11.7229 -16.7241 -20.0638 -0.1820 0.5727 0.1596 0.00
H -12.7431 -17.5373 -21.1491 -0.4916 -0.0407 0.0208 0.00
```
Positions in Å, forces in eV/Å.

Results
2S+1: 5
Charge: -2
E_HOMO (alpha / beta): 0.0001 / 0.0030 Ha
HOMO-LUMO gap (alpha / beta): 4.4 / 4.4 eV
LUMO level (alpha / beta): 4.43 / 4.43 eV
Electronic energy: -67455.5298 eV

---

# C6H15IN2O

A gas-phase ion, C6H15IN2O (charge +2) at a distorted geometry (ωB97M-V/def2-TZVPD, the Open Molecules 2025 dataset).

Geometry as XYZ:
```
25
Properties=species:S:1:pos:R:3:forces:R:3:mulliken_charge:R:1
N 2.1397 1.8142 -1.3018 -0.3048 -2.2859 -0.0932 -0.19
C 1.4347 0.4307 -1.1205 -2.0300 0.3921 -0.0240 -0.67
C 1.3161 -0.0504 0.3817 -1.8965 0.7356 -1.3513 -0.59
C 0.1553 0.5963 1.3414 2.0819 1.2117 -4.4973 -0.07
O 0.2728 0.0682 2.5051 0.1470 -0.8295 3.9067 -0.51
I 0.3642 2.7866 1.2258 -0.3650 -0.0543 0.4938 0.14
N -1.2669 0.2830 0.8884 1.1501 -2.0657 -0.8738 0.00
C -1.4374 -1.1762 0.5985 -2.0505 0.2552 -4.2704 -0.81
C -2.5819 -1.5028 -0.4741 -0.3960 0.4406 1.7325 -0.58
C -1.1682 -1.7435 -0.7847 -0.1675 0.9772 0.2790 -0.15
H 2.7094 1.9390 -0.4666 0.3514 0.4716 -0.1998 0.33
H 1.4500 2.5432 -1.3414 -0.2930 0.6768 -0.0039 0.26
H 2.7037 1.8016 -2.1596 0.0381 0.1550 0.2415 0.39
H 0.4307 0.4290 -1.6930 1.6385 0.5857 1.0240 0.33
H 2.0050 -0.2864 -1.6722 0.6977 -0.3569 -0.1268 0.39
H 1.0555 -1.1520 0.3140 0.9670 1.2334 0.4548 0.39
H 2.2677 0.2435 0.8322 -0.1501 -0.7663 0.4743 0.49
H 0.9180 0.4618 3.1416 -0.5895 -0.3341 -0.7329 0.48
H -1.6020 0.7929 0.0322 0.1148 0.0405 1.5786 0.51
H -1.7775 0.3174 1.7633 -1.0001 1.3014 0.0331 0.37
H -1.4039 -1.8046 1.3861 0.3387 -1.5055 2.7651 0.55
H -3.1562 -0.6176 -0.8233 0.5965 -0.8011 -0.0551 0.23
H -3.1880 -2.3948 -0.2639 0.1756 0.6541 0.0383 0.29
H -0.8706 -2.7772 -0.8694 0.4193 0.0926 -0.0610 0.30
H -0.7703 -1.0020 -1.4398 0.5263 -0.2243 -0.7321 0.11
```
Positions in Å, forces in eV/Å.

Results
Charge: +2
SMILES string: [NH3+]CC[C@@](O)(I)[NH2+]C1CC1
E_HOMO: -0.6485 Ha
HOMO-LUMO gap: 10.3 eV
LUMO level: -7.37 eV
Electronic energy: -19574.8407 eV

---

# C6H15N

2 unconnected molecules or ions with the total composition C6H15N at a distorted geometry (ωB97M-V/def2-TZVPD, the Open Molecules 2025 dataset).

Geometry as XYZ:
```
22
Properties=species:S:1:pos:R:3:forces:R:3:mulliken_charge:R:1
C 0.0346 1.4110 0.4460 -1.6632 -0.8239 0.4881 -0.57
N 0.9144 0.4923 -0.2638 1.5513 -3.2301 -1.2617 -0.37
C 1.7174 -0.3105 0.6603 0.8062 0.5147 0.9551 -0.45
C 2.9601 -0.8602 -0.0064 0.1677 -0.1805 0.0217 -1.12
C -1.4677 1.3265 0.1189 -0.3804 -0.1632 -0.1174 -0.77
C -2.0148 -0.8282 -1.1093 -0.0501 0.4483 -0.2026 -1.26
C -2.0759 -0.0790 0.2347 -0.2288 -0.4673 -0.2440 -0.25
H 0.1317 1.2528 1.5360 0.0272 0.0519 -0.2854 0.38
H 0.3159 2.4463 0.2238 0.4241 -0.2106 -0.1322 0.26
H -3.1351 -0.0515 0.5474 0.4596 0.2064 0.0608 0.35
H 2.0466 0.2611 1.5445 -0.0160 0.4683 -0.3616 0.54
H 1.1444 -1.1045 1.1320 -0.1730 -0.3069 0.0561 0.23
H 3.5870 -1.4130 0.7074 -0.2862 0.0130 -0.1684 0.35
H 3.5755 -0.0629 -0.4229 -0.1373 0.0813 -0.0016 0.27
H 2.6958 -1.5278 -0.8331 0.0340 -0.1127 -0.0198 0.37
H -1.6010 1.7047 -0.8989 -0.1770 -0.0450 0.0023 0.36
H -2.0401 1.9882 0.7814 0.4236 0.1350 -0.0778 0.32
H -2.8302 -0.4911 -1.7669 0.1644 -0.0874 0.1666 0.33
H -1.0787 -0.5407 -1.5915 -0.2281 -0.3292 -0.1542 0.31
H -2.0771 -1.9184 -1.0354 0.0353 0.1589 0.1351 0.30
H -1.5411 -0.6408 1.0096 -0.0190 0.0283 -0.0555 0.22
H 0.7381 -1.0542 -1.0137 -0.7342 3.8509 1.1965 0.20
```
Positions in Å, forces in eV/Å.

Results
Charge: 0
E_HOMO: -0.3119 Ha
HOMO-LUMO gap: 8.1 eV
LUMO level: -0.36 eV
Electronic energy: -7951.0182 eV